This record from the OMol25 dataset describes the molecule C3H3NOS2 at a distorted geometry. The level of theory is ωB97M-V with the def2-TZVPD basis set.

Atoms and positions in Å:
1 O 2.04 -0.84 -0.18
2 C 1.82 0.34 -0.23
3 C 0.39 0.66 0.12
4 S -0.01 2.24 0.04
5 N -0.44 -0.42 0.23
6 C -1.83 -0.68 0.14
7 S -2.93 0.45 -0.20
8 H 2.67 1.11 -0.32
9 H 0.33 -1.18 0.27
10 H -2.04 -1.69 0.14

Its SMILES is O=CC(=S)NC=S. The value obtained for the electronic energy is -1042.4238 Ha. As for the HOMO-LUMO gap: 0.2584 Ha. The value obtained for the LUMO energy is -0.054 Ha. The spin multiplicity is 1.

These are the natural (NBO) partial charges, in e, on atoms 1 to 8: O -0.52; C 0.38; C -0.06; S 0.05; N -0.60; C -0.11; S 0.04; H 0.19



This record from the OMol25 dataset describes the molecule C3H3NOS3 at a distorted geometry. The level of theory is ωB97M-V with the def2-TZVPD basis set.

Atoms and positions in Å:
1 S -3.20 0.35 -0.33
2 C -1.77 -0.52 0.07
3 N -0.53 0.00 -0.06
4 O 0.40 -0.95 -0.34
5 C 1.68 -0.57 0.09
6 S 1.72 1.15 -0.43
7 C 0.04 1.32 -0.13
8 S -0.75 2.78 -0.01
9 H -1.76 -1.58 0.15
10 H 1.70 -0.72 1.26
11 H 2.47 -1.25 -0.26

Its SMILES is S=CN1OCSC1=S. The value obtained for the electronic energy is -1440.5548 Ha. As for the HOMO-LUMO gap: 0.2633 Ha. The value obtained for the LUMO energy is -0.042 Ha. The spin multiplicity is 1.

These are the natural (NBO) partial charges, in e, on atoms 1 to 8: S -0.06; C -0.07; N -0.17; O -0.35; C -0.23; S 0.36; C -0.19; S 0.05